No. 1
5 unconnected molecules or ions with the total composition C28H28N6O10Si at a distorted geometry. Source: the OMol25 dataset; level of theory: the ωB97M-V functional and the def2-TZVPD basis.

Last column: Löwdin charge in e.
Atoms and positions in Å:
C  0.053226  1.878993  -0.258023  -0.0153
C  1.307150  2.620699  0.132923  -0.5121
O  1.700909  3.555196  -0.515054  0.0988
N  1.973852  2.266830  1.357599  -0.1754
C  1.645835  3.289135  2.384179  -0.0993
Si  2.176355  0.635632  1.835529  0.6377
O  3.802846  0.199328  1.505257  -0.1192
C  4.220608  -0.895649  2.061944  -0.4606
N  4.590498  -1.863969  2.554681  0.1484
H  -0.754289  2.616105  -0.255435  0.0957
H  0.149847  1.530657  -1.287685  0.1013
H  -0.223362  1.064634  0.403120  0.0135
H  0.582995  3.542395  2.363980  0.0806
H  2.212379  4.198545  2.177633  0.0789
H  1.926541  2.943724  3.378351  0.0752
H  1.982568  0.464499  3.282103  0.0130
H  1.358663  -0.318984  1.077830  0.0037
O  0.464888  5.750333  3.165959  0.0492
N  -0.275608  6.701741  3.003332  -0.3378
O  -0.999114  7.167689  3.856967  0.0873
C  -0.294298  7.314810  1.661471  -0.1408
C  0.477761  6.749065  0.662124  0.0059
C  0.436967  7.315983  -0.601600  -0.0536
C  -0.360734  8.427370  -0.841067  -0.0678
C  -1.122505  8.979523  0.181049  -0.0660
C  -1.096203  8.421090  1.448932  -0.0050
H  1.091192  5.882821  0.860954  0.0985
H  1.027920  6.882867  -1.396874  0.1129
H  -0.390824  8.864460  -1.830408  0.1076
H  -1.741762  9.845606  -0.008576  0.1078
H  -1.682272  8.830669  2.257851  0.1186
O  -2.741537  0.834778  0.424894  0.0753
N  -2.526056  0.183500  1.426400  -0.3341
O  -1.679542  -0.689475  1.503681  0.0496
C  -3.314162  0.483412  2.632322  -0.1448
C  -4.287820  1.463072  2.560611  0.0002
C  -5.030728  1.734360  3.697923  -0.0604
C  -4.790597  1.031910  4.871883  -0.0646
C  -3.804316  0.055210  4.917815  -0.0593
C  -3.053450  -0.229117  3.788754  0.0018
H  -4.456924  1.995809  1.637003  0.1197
H  -5.799083  2.494424  3.665723  0.1098
H  -5.376514  1.246097  5.755761  0.1092
H  -3.619183  -0.489366  5.833360  0.1105
H  -2.283868  -0.986039  3.800420  0.1199
O  -3.987930  -5.984843  -1.253409  0.0759
N  -3.475948  -5.021683  -0.720015  -0.3537
O  -3.838727  -4.542601  0.335705  0.0738
C  -2.333365  -4.385922  -1.404771  -0.1448
C  -1.922004  -4.892077  -2.624436  -0.0006
C  -0.856492  -4.279717  -3.265626  -0.0642
C  -0.227608  -3.185198  -2.685220  -0.0739
C  -0.655996  -2.700343  -1.456242  -0.0561
C  -1.719354  -3.303914  -0.804005  -0.0016
H  -2.426694  -5.742732  -3.056979  0.1189
H  -0.515957  -4.652116  -4.222721  0.1051
H  0.599380  -2.709883  -3.198057  0.1041
H  -0.168359  -1.849741  -0.998940  0.0967
H  -2.062082  -2.935832  0.151350  0.1031
O  2.141689  -4.034438  -5.414783  0.0618
N  2.889779  -4.946906  -5.709993  -0.3492
O  3.226566  -5.219239  -6.843143  0.0825
C  3.422755  -5.782182  -4.617755  -0.1455
C  3.033901  -5.515912  -3.318558  -0.0009
C  3.529364  -6.317721  -2.302266  -0.0589
C  4.398850  -7.359379  -2.597512  -0.0682
C  4.779529  -7.603295  -3.910696  -0.0643
C  4.289737  -6.811505  -4.936901  -0.0030
H  2.356891  -4.704600  -3.096439  0.1024
H  3.233685  -6.126870  -1.279738  0.1109
H  4.781094  -7.983751  -1.800869  0.1080
H  5.458534  -8.413443  -4.138940  0.1082
H  4.570514  -6.984526  -5.964636  0.1190

Atoms 1-3, force components in eV/Å:
C 0.0 0.1 -0.1
C 0.4 0.1 -0.2
O -0.1 0.1 0.2

Calculated values
- LUMO level: -1.0 eV
- SMILES string: CC(=O)N(C)[SiH2]OC#N.O=[N+]([O-])c1ccccc1.O=[N+]([O-])c1ccccc1.O=[N+]([O-])c1ccccc1.O=[N+]([O-])c1ccccc1
- Net charge: 0
- Kohn-Sham gap: 9.0 eV
- Multiplicity: 1
- HOMO: -10.01 eV

***

No. 2
A molecular structure, C28H29AsBF8LuN5OPS at a distorted geometry. Source: the OMol25 dataset; level of theory: the ωB97M-V functional and the def2-TZVPD basis.

Last column: Mulliken spin population.
Atoms and positions in Å:
Lu  0.793457  0.387696  0.431068  0.0022
C  -0.804301  0.393242  2.369453  0.0065
C  -0.836817  1.700238  1.828448  0.0277
C  0.403700  2.317437  2.099470  0.0025
C  1.206359  1.392302  2.802635  -0.0007
C  0.463757  0.205049  2.971178  0.0035
H  -1.633947  -0.298502  2.370784  -0.0100
H  -1.690646  2.171753  1.365616  -0.0134
H  0.676224  3.326927  1.831037  -0.0002
H  2.206111  1.569567  3.164667  -0.0002
H  0.803841  -0.674182  3.499696  -0.0013
N  -0.638011  -2.688313  -0.581637  0.0418
P  0.539713  -2.448313  0.646503  0.0180
C  0.036613  -3.590906  1.962190  -0.0018
C  0.202469  -4.967566  1.787983  0.0035
C  -0.268491  -5.853098  2.743164  -0.0018
C  -0.897371  -5.373629  3.885242  0.0030
C  -1.057901  -4.009128  4.069793  -0.0020
C  -0.594205  -3.119922  3.110914  0.0106
C  2.038646  -3.210285  -0.021770  -0.0025
C  3.155907  -3.264855  0.810206  0.0030
C  4.345646  -3.794738  0.342072  0.0006
C  4.427023  -4.274299  -0.959218  0.0004
C  3.318803  -4.217655  -1.790533  0.0005
C  2.125040  -3.681554  -1.326862  0.0059
C  -1.671579  -1.748081  -0.728736  0.2820
C  -2.985232  -2.084747  -0.695875  -0.1568
C  -4.002564  -1.123390  -0.863096  0.4494
C  -3.606930  0.220798  -0.955759  -0.1447
C  -2.298914  0.571548  -0.971719  0.3349
N  -1.235805  -0.401707  -0.950325  0.0896
H  -0.991791  -3.635606  -0.641977  -0.0002
H  0.713735  -5.347032  0.911865  0.0007
H  -0.137065  -6.917639  2.601712  -0.0001
H  -1.256218  -6.066766  4.634631  0.0003
H  -1.541027  -3.633521  4.961945  -0.0001
H  -0.729117  -2.057533  3.263909  -0.0043
H  3.100650  -2.892984  1.828157  0.0007
H  5.210645  -3.832685  0.990579  0.0000
H  5.356945  -4.689306  -1.324719  0.0000
H  3.381307  -4.591758  -2.804070  0.0001
H  1.264445  -3.621722  -1.980965  -0.0044
H  -3.237610  -3.119972  -0.502183  -0.0067
H  -5.042668  -1.408294  -0.860762  0.0250
H  -4.343276  1.012333  -0.999054  -0.0049
H  -1.973480  1.598783  -1.026916  0.0320
N  1.591824  1.005201  -3.823601  0.0000
C  0.896334  1.764365  -2.995966  0.0063
N  0.980738  3.080377  -3.007102  0.0000
O  0.063979  1.247426  -2.139794  0.0048
H  2.285375  1.409471  -4.428672  0.0000
H  1.525052  0.000806  -3.773870  0.0003
H  1.678789  3.548404  -3.559045  0.0000
H  0.398289  3.633752  -2.371104  0.0003
F  2.153681  1.970665  -0.268968  0.0001
As  3.863822  1.289057  -0.089714  0.0002
F  2.925694  -0.020766  0.793635  0.0006
F  3.952586  2.123703  1.390455  0.0001
F  5.317953  0.462035  0.149896  0.0000
F  4.470994  2.600887  -0.985133  0.0000
F  3.504984  0.403724  -1.527925  -0.0001
F  -0.472845  -0.795468  -3.284202  -0.0034
B  -0.211460  -0.242701  -2.074327  0.0057
F  1.049642  -0.752757  -1.550103  -0.0036
S  -0.713614  4.339270  -0.505064  0.0000
C  -2.100070  5.284347  -0.649175  -0.0006
N  -2.299439  6.058635  -1.750843  0.0000
C  -3.372186  6.864532  -1.955442  -0.0005
C  -4.351336  6.943681  -1.019502  0.0003
C  -4.205145  6.171061  0.152820  0.0001
C  -3.116990  5.367505  0.334935  0.0012
H  -1.570977  6.020136  -2.449824  0.0000
H  -3.377075  7.414956  -2.884334  0.0000
H  -5.204864  7.583936  -1.177231  0.0001
H  -4.966938  6.218294  0.920050  0.0000
H  -2.992873  4.777477  1.230410  -0.0001

Atoms 1-3, force components in eV/Å:
Lu -0.9 -0.1 1.1
C -0.1 0.1 0.1
C -0.2 0.0 0.2

Calculated values
- LUMO level (spin up / spin down): -2.5 / -2.5 eV
- Net charge: +1
- Kohn-Sham gap (spin up / spin down): 6.1 / 8.3 eV
- Multiplicity: 2
- HOMO (spin up / spin down): -8.55 / -10.76 eV

***

No. 3
A molecular structure, C28H29AsCoO2S2. Source: the OMol25 dataset; level of theory: the ωB97M-V functional and the def2-TZVPD basis.

Last column: Mulliken spin population.
Atoms and positions in Å:
Co  0.177409  0.317108  0.127505  2.6899
S  -0.017492  1.649876  1.945336  0.0920
C  -1.341272  2.784927  1.608204  0.0080
C  -1.387936  3.975092  2.340819  -0.0023
C  -2.411895  4.890217  2.163741  -0.0021
C  -3.424139  4.647151  1.243385  0.0062
C  -3.396515  3.474676  0.505916  -0.0004
C  -2.374268  2.547270  0.691796  0.0115
As  -2.239100  0.933297  -0.354058  -0.0006
C  -3.145277  -0.385212  0.760764  0.0087
C  -3.497139  -1.605072  0.186763  -0.0015
C  -4.048797  -2.611642  0.966166  0.0015
C  -4.242968  -2.406725  2.328214  0.0008
C  -3.888132  -1.193780  2.900351  -0.0022
C  -3.337749  -0.181249  2.118993  -0.0056
C  -3.546799  1.204297  -1.745757  0.0239
C  -4.905453  0.984289  -1.539333  -0.0037
C  -5.809296  1.239264  -2.562885  0.0008
C  -5.362957  1.712359  -3.790990  0.0008
C  -4.008409  1.928994  -3.999428  -0.0002
C  -3.102332  1.671891  -2.978496  0.0079
H  -0.596635  4.171594  3.053369  0.0002
H  -2.414721  5.805348  2.743382  -0.0001
H  -4.223531  5.362265  1.098701  0.0007
H  -4.180047  3.283844  -0.216611  0.0005
H  -3.343406  -1.774332  -0.873861  -0.0018
H  -4.323558  -3.556604  0.513705  0.0001
H  -4.669102  -3.192599  2.939103  0.0000
H  -4.034449  -1.030834  3.960635  0.0000
H  -3.045511  0.757105  2.574031  0.0029
H  -5.261608  0.614914  -0.586263  0.0001
H  -6.865665  1.068012  -2.398432  -0.0003
H  -6.071586  1.909849  -4.585394  0.0001
H  -3.654389  2.292899  -4.955605  -0.0001
H  -2.044552  1.836979  -3.147216  -0.0016
C  1.808442  -3.098812  0.079812  0.0008
S  0.065458  -2.782741  0.030599  0.0100
O  -0.119143  -1.551470  0.905384  0.0205
C  -0.538921  -4.091742  1.043683  0.0029
C  -0.923557  -5.281404  0.445614  -0.0008
C  -1.410141  -6.305710  1.247319  0.0001
C  -1.523641  -6.117358  2.618700  0.0003
C  -1.153961  -4.907777  3.197219  0.0001
C  -0.656893  -3.880119  2.409099  0.0028
H  2.110186  -3.152468  1.125776  0.0003
H  2.269295  -2.250738  -0.428207  -0.0011
H  2.011630  -4.034126  -0.442296  0.0002
H  -0.855587  -5.404196  -0.629503  0.0001
H  -1.714868  -7.242831  0.799806  0.0000
H  -1.914131  -6.913238  3.239932  0.0000
H  -1.262024  -4.760674  4.263959  0.0000
H  -0.396636  -2.916358  2.827889  -0.0004
C  3.558671  -0.487991  -2.177656  0.0029
C  2.301873  0.363795  -2.151476  -0.0005
C  1.532665  0.266032  -3.460454  0.0064
O  1.492132  -0.026211  -1.085806  0.1200
H  4.280818  -0.107067  -2.903947  0.0006
H  3.315441  -1.519068  -2.455059  0.0004
H  4.031887  -0.490375  -1.193917  -0.0004
H  2.614115  1.411139  -2.025673  0.0011
H  1.314368  -0.780997  -3.692363  -0.0009
H  2.097914  0.694242  -4.292541  -0.0002
H  0.583845  0.799392  -3.377638  0.0008

Atoms 1-3, force components in eV/Å:
Co -0.1 0.3 -0.2
S -0.2 0.2 0.0
C 0.1 0.0 0.1

Calculated values
- LUMO level (spin up / spin down): 0.4 / 0.4 eV
- Net charge: 0
- Kohn-Sham gap (spin up / spin down): 7.7 / 7.8 eV
- Multiplicity: 4
- HOMO (spin up / spin down): -7.24 / -7.38 eV